<P>
DFT (ωB97M-V with the def2-TZVPD basis set) results for a 2-piece molecular cluster, C5H7NO3 overall.

Results
Structure (SMILES) = CC(=O)C#N.CC(=O)O
HOMO = -10.822 eV
Lowest unoccupied orbital energy = -0.23 eV
M = 129.11 g/mol
HOMO-LUMO gap = 10.60 eV

ORCA input file:
```
! RIJCOSX wB97M-V def2-TZVPD def2/J DEFGRID3
* xyz 0 1
C -0.72970 -2.14480 0.02903
C -1.34886 -0.79286 0.16123
O -1.14282 -0.00890 1.05645
C -2.23891 -0.46589 -0.94400
N -2.95740 -0.21876 -1.79957
H -1.40147 -2.85027 -0.45340
H 0.15469 -2.01899 -0.60242
H -0.40508 -2.50915 1.00078
C 1.68760 1.48366 0.87298
C 1.17760 0.86214 -0.39992
O 1.52201 -0.20645 -0.82176
O 0.25927 1.58424 -1.06410
H 2.52574 0.90715 1.25263
H 1.99552 2.51387 0.70348
H 0.88404 1.46805 1.60902
H 0.01777 2.39696 -0.60041
*
```

<Q>
DFT (ωB97M-V with the def2-TZVPD basis set) results for one molecule with the formula C5H7NO3.

Results
Structure (SMILES) = O=NO[C@@]12CCC[C@@H]1O2
HOMO = -9.679 eV
Lowest unoccupied orbital energy = 0.78 eV
M = 129.12 g/mol
HOMO-LUMO gap = 10.45 eV

ORCA input file:
```
! RIJCOSX wB97M-V def2-TZVPD def2/J DEFGRID3
* xyz 0 1
O -4.92530 0.32902 0.13650
N -4.43054 -0.15020 1.10713
O -3.14045 -0.51471 0.82243
C -1.80345 -0.16897 -0.28183
C -1.12728 1.03135 0.19755
C 0.34263 0.52348 -0.15253
C 0.30132 -1.02279 -0.63768
C -1.13352 -1.36508 -0.97021
O -1.77928 -0.19160 -1.64734
H -1.39430 1.27842 1.22316
H -1.50825 1.83590 -0.37471
H 1.13520 0.70959 0.72071
H 0.53842 1.04054 -1.02417
H 1.07796 -1.37126 -1.34095
H 0.56650 -1.61326 0.26993
H -1.46792 -2.28104 -1.17122
*
```

<R>
DFT (ωB97M-V with the def2-TZVPD basis set) results for a 2-piece molecular cluster, C5H7NO3 overall.

Results
Structure (SMILES) = C#CC(=O)O.C=C(N)O
HOMO = -8.331 eV
Lowest unoccupied orbital energy = -0.13 eV
M = 129.11 g/mol
HOMO-LUMO gap = 8.20 eV

ORCA input file:
```
! RIJCOSX wB97M-V def2-TZVPD def2/J DEFGRID3
* xyz 0 1
C 1.50312 1.43764 1.95061
C 1.01338 1.08612 0.89594
C 0.34674 1.21236 -0.47105
O -0.62468 1.95837 -0.60544
O 1.30607 1.03324 -1.43446
H 1.83665 1.66507 2.93651
H 0.87776 0.48191 -2.11912
C 0.39004 -1.13720 0.63489
C -0.52858 -0.86920 -0.37404
N -1.87779 -0.63327 -0.15014
O -0.24914 -1.41185 -1.62966
H 1.32989 -1.61261 0.38050
H 0.07853 -1.17490 1.67041
H -2.14733 -0.69733 0.82530
H -2.13495 0.28745 -0.51198
H -1.11969 -1.62580 -1.99828
*
```

Computed stability ranking, most favorable first: <P>, <R>, <Q>